C16H18As2Cl5F6N3O6RbS | ωB97M-V/def2-TZVPD

```
58
C16H18As2Cl5F6N3O6RbS (ωB97M-V/def2-TZVPD)
Rb -0.7860 0.1854 0.3567
N 1.1770 -2.8379 -0.0529
C 2.2238 -2.7174 -1.0707
C 1.6103 -2.4275 -2.4407
N 1.0996 -1.0836 -2.4875
C 1.7157 -0.1212 -3.3680
C 1.5453 1.2890 -2.8077
N 0.1425 1.5725 -2.5549
H 1.4994 -2.5123 0.8506
H 0.8808 -3.8009 0.0501
H 2.8694 -3.6085 -1.1150
H 2.8473 -1.8624 -0.8051
H 0.8365 -3.1739 -2.6568
H 2.3847 -2.5658 -3.2077
H 0.0986 -0.9771 -2.4291
H 1.3284 -0.1752 -4.4041
H 2.7866 -0.3464 -3.4255
H 2.0358 2.0127 -3.4789
H 2.0594 1.3385 -1.8475
H -0.3351 1.9253 -3.3752
H 0.0790 2.3094 -1.8516
O -0.7301 5.2141 1.5249
As 0.0291 3.6852 0.9186
O 0.6789 3.9950 -0.5532
O -1.1358 2.5461 1.1112
C 1.3880 3.6038 2.3530
C 1.6226 4.7856 3.0519
C 2.5520 4.8496 4.0814
C 3.2698 3.7185 4.4354
C 3.0490 2.5326 3.7511
C 2.1194 2.4714 2.7233
S 1.8951 0.8825 1.9099
O 3.1211 0.1242 2.1089
O 0.7365 0.2759 2.5644
O 1.6378 1.2723 0.5301
H -1.6389 5.1834 1.2053
H 1.0546 5.6659 2.7876
H 2.7115 5.7860 4.6046
H 3.9994 3.7597 5.2364
H 3.6026 1.6344 3.9921
Cl -0.9469 -2.3190 2.3109
C -1.9620 -3.2290 1.2707
C -1.7950 -3.2020 -0.0813
C -2.5297 -3.8513 -1.0255
Cl -2.1762 -3.7085 -2.6944
C -3.5860 -4.6305 -0.5483
Cl -4.5862 -5.4956 -1.6558
C -3.8187 -4.7076 0.8246
Cl -5.1218 -5.6815 1.4073
C -3.0222 -4.0138 1.7354
Cl -3.3317 -4.1198 3.4279
F -2.0536 -0.7075 -1.7629
As -3.6122 0.1018 -1.6142
F -2.7959 1.6178 -1.4945
F -3.4567 -0.0643 0.1275
F -5.1669 0.8499 -1.4273
F -4.3715 -1.4739 -1.6744
F -3.7280 0.2256 -3.3414
```

Output
Net charge   -2
2S+1   2
HOMO-LUMO gap (spin up / spin down)   6.912 / 6.205 eV
Total energy   -245730.3403 eV
Largest force on an atom   0.81 eV/Å